Model a:
The following is a quantum chemistry calculation of the ion C3H4N5O2S with charge +1, from OMol25.

Atoms and positions in Å:
C1 -0.975 1.351 -0.164
C2 0.530 1.339 0.190
C3 -0.097 -1.288 0.815
N1 -1.489 -1.972 2.645
N2 -1.711 0.399 -0.285
N3 -0.745 -1.806 1.824
N4 0.038 -1.961 -0.316
N5 1.197 1.218 -1.267
O1 1.358 2.146 -1.925
O2 1.495 0.075 -1.506
S1 1.008 0.048 1.375
H1 -1.327 2.334 -0.176
H2 0.936 2.330 0.533
H3 0.448 -1.514 -1.111
H4 -0.665 -2.699 -0.634

Results
Molecular weight ... 174.17 g/mol
Multiplicity ... 1
Total charge ... +1

natural (NBO) atomic charge list, values in e, 2 entries: -0.0639 -0.3364



Model b:
The following is a quantum chemistry calculation of a cluster of 2 separate species, C3H4N5O2S in total, from OMol25.

Atoms and positions in Å:
C1 -0.112 1.114 0.664
C2 -1.229 0.341 0.479
C3 0.763 -0.980 0.446
N1 0.820 0.951 -3.365
N2 0.789 0.603 -2.324
N3 1.006 0.329 0.686
N4 1.672 -1.961 0.201
N5 -2.610 0.876 0.380
O1 -2.703 2.019 0.712
O2 -3.422 0.073 0.049
S1 -0.882 -1.269 0.164
H1 0.070 2.197 0.822
H2 1.926 0.730 0.700
H3 2.483 -2.239 0.735
H4 1.430 -2.786 -0.350

Results
Molecular weight ... 174.17 g/mol
Multiplicity ... 1
Total charge ... +1

natural (NBO) atomic charge list, values in e, 2 entries: 0.0349 -0.2192



Computed stability ranking, most favorable first: model b, model a



Model a:
The following is a quantum chemistry calculation of a structure of composition C4H2, from OMol25.

Atoms and positions in Å:
C1 0.192 0.621 -0.937
C2 0.821 -1.477 0.950
C3 -0.610 0.517 -0.012
C4 0.239 -0.592 0.294
H1 -1.631 0.906 0.277
H2 0.989 0.026 -0.571

Results
Molecular weight ... 50.06 g/mol
Multiplicity ... 1

natural (NBO) atomic charge list, values in e, 2 entries: -0.0355 0.1447



Model b:
The following is a quantum chemistry calculation of the molecule C4H2, from OMol25.

Atoms and positions in Å:
C1 -1.884 -0.029 -0.003
C2 -0.683 0.083 -0.023
C3 0.693 0.041 0.030
C4 1.886 -0.038 -0.018
H1 -2.959 -0.074 0.016
H2 2.947 0.018 -0.001

Results
Molecular weight ... 50.06 g/mol
SMILES ... C#CC#C
Multiplicity ... 1

natural (NBO) atomic charge list, values in e, 2 entries: -0.1444 -0.0967



Computed stability ranking, most favorable first: model b, model a